A 3-piece molecular cluster, C43H37FNO8S overall, computed with ωB97M-V/def2-TZVPD.

Properties
Total charge: +1
Multiplicity: 1
HOMO energy (eV): -11.2
Orbital gap (eV): 7.37
LUMO (hartree): -0.14073
ΔE to the lowest compared entry with this formula, charge and spin (eV): 0.0000

```
91
C43H37FNO8S | the OMol25 dataset | ωB97M-V/def2-TZVPD
C 1.926 0.958 4.012
C 1.367 -0.467 4.167
C -0.065 -0.506 4.637
O -1.006 0.164 3.753
C -0.744 0.221 2.426
C -0.639 1.491 1.895
C -0.813 2.772 2.677
C -2.101 2.869 3.489
F -0.755 3.815 1.744
N -0.365 1.625 0.594
C -0.178 0.600 -0.264
C 0.154 0.956 -1.679
C -0.888 0.492 -2.700
O -0.969 1.006 -3.775
C -0.304 -0.689 0.224
S -0.026 -2.031 -0.902
C -0.628 -0.893 1.582
C -0.880 -2.268 2.126
C -2.355 -2.448 2.537
C -3.259 -2.563 1.337
O -3.027 -2.029 0.289
O -4.353 -3.343 1.559
H 1.940 1.227 2.952
H 2.962 0.997 4.333
H 1.317 1.688 4.542
H 1.535 -1.052 3.262
H 1.940 -0.977 4.946
H -0.148 0.037 5.578
H -0.414 -1.520 4.843
H 0.066 2.895 3.313
H -2.635 3.776 3.221
H -1.861 2.882 4.550
H -2.730 1.994 3.341
H -0.282 2.567 0.227
H 0.257 2.035 -1.793
H 1.119 0.504 -1.922
H -1.569 -0.318 -2.384
H 1.051 -2.525 -0.276
H -0.279 -2.455 3.012
H -0.616 -3.015 1.386
H -2.479 -3.318 3.177
H -2.705 -1.570 3.087
H -5.156 -2.839 1.367
C -5.572 -2.010 -3.186
C -4.963 -2.609 -2.088
C -4.244 -3.780 -2.244
C -4.134 -4.364 -3.499
C -4.761 -3.775 -4.598
C -5.474 -2.593 -4.439
C -4.692 -4.404 -5.950
O -5.230 -3.887 -6.905
C -3.945 -5.687 -6.081
C -3.908 -6.320 -7.317
C -3.210 -7.506 -7.465
C -2.539 -8.063 -6.381
C -2.576 -7.439 -5.146
C -3.284 -6.254 -4.989
C -3.333 -5.614 -3.645
O -2.742 -6.088 -2.697
H -6.126 -1.088 -3.064
H -5.047 -2.155 -1.113
H -3.764 -4.251 -1.398
H -5.946 -2.141 -5.301
H -4.430 -5.876 -8.154
H -3.186 -8.000 -8.427
H -1.990 -8.987 -6.502
H -2.062 -7.865 -4.296
C 3.110 4.778 -1.638
C 3.467 6.122 -1.668
C 4.299 6.641 -0.691
C 4.770 5.821 0.327
C 4.396 4.478 0.370
C 3.572 3.959 -0.622
C 4.857 3.586 1.472
O 4.522 2.417 1.506
C 5.721 4.173 2.531
C 6.128 3.375 3.593
C 6.943 3.901 4.581
C 7.359 5.226 4.510
C 6.953 6.028 3.457
C 6.129 5.508 2.468
C 5.684 6.398 1.358
O 6.046 7.551 1.292
H 2.472 4.373 -2.413
H 3.100 6.763 -2.459
H 4.591 7.682 -0.708
H 3.305 2.911 -0.589
H 5.805 2.344 3.635
H 7.258 3.279 5.408
H 8.001 5.633 5.280
H 7.269 7.060 3.393
```

=====

A 3-piece molecular cluster, C26H57FNO10P2 overall, computed with ωB97M-V/def2-TZVPD.

Properties
Total charge: 0
Multiplicity: 2
HOMO energy (spin up / spin down) (eV): -8.9 / -9.5
Orbital gap (spin up / spin down) (eV): 8.23 / 8.84
LUMO (spin up / spin down) (hartree): -0.02563 / -0.02563

```
97
C26H57FNO10P2 | the OMol25 dataset | ωB97M-V/def2-TZVPD
C 6.861 -3.722 3.228
C 5.573 -3.986 2.395
O 4.553 -3.146 2.929
C 3.494 -2.841 2.017
C 3.902 -1.921 0.830
C 4.850 -0.758 1.163
C 4.227 0.368 2.029
F 6.073 -1.152 1.693
C 2.979 -4.194 1.407
C 1.506 -4.203 0.889
C 0.979 -5.675 1.023
C 1.516 -3.917 -0.642
N 0.571 -3.336 1.628
O 0.276 -2.245 0.996
C 1.049 -2.969 2.985
C 1.067 -4.141 3.996
C -0.021 -1.959 3.555
C 2.373 -2.179 2.905
H 7.614 -3.193 2.635
H 6.580 -3.045 4.048
H 7.232 -4.638 3.700
H 5.742 -3.866 1.318
H 5.303 -5.036 2.609
H 4.327 -2.509 0.000
H 2.976 -1.481 0.428
H 5.081 -0.269 0.200
H 4.430 0.242 3.097
H 3.168 0.494 1.781
H 4.722 1.296 1.702
H 3.075 -5.026 2.116
H 3.602 -4.440 0.535
H 1.404 -6.343 0.269
H 1.140 -6.078 2.032
H -0.114 -5.614 0.893
H 0.538 -3.611 -1.028
H 1.792 -4.864 -1.128
H 2.279 -3.190 -0.939
H 1.091 -3.778 5.029
H 0.239 -4.845 3.835
H 1.985 -4.744 3.885
H -0.078 -2.115 4.642
H 0.230 -0.918 3.338
H -1.013 -2.245 3.180
H 2.113 -1.223 2.435
H 2.769 -1.958 3.905
O -4.410 1.560 -2.133
P -4.421 1.085 -0.704
O -4.246 -0.534 -0.986
C -3.117 -0.975 -1.738
C -1.832 -0.880 -0.934
O -6.045 1.199 -0.438
C -6.850 2.120 -1.174
C -7.548 1.418 -2.323
O -4.173 0.899 0.916
C -4.864 -0.109 1.668
C -3.957 -1.282 1.983
H -3.031 -0.404 -2.665
H -3.305 -2.013 -2.016
H -1.691 0.127 -0.528
H -0.972 -1.131 -1.557
H -1.850 -1.567 -0.090
H -6.254 2.961 -1.528
H -7.593 2.523 -0.483
H -6.854 0.814 -2.908
H -8.030 2.139 -2.985
H -8.310 0.736 -1.941
H -5.769 -0.450 1.171
H -5.166 0.372 2.601
H -3.858 -1.944 1.124
H -4.371 -1.868 2.806
H -2.956 -0.943 2.254
O 0.761 5.333 -4.856
P 0.210 4.636 -3.646
O -1.073 5.597 -3.268
C -2.059 5.846 -4.267
C -2.933 4.629 -4.517
O 1.330 5.129 -2.542
C 2.636 5.544 -2.949
C 2.713 7.056 -3.025
O -0.240 3.414 -2.641
C -0.616 3.669 -1.282
C -2.120 3.601 -1.110
H -1.586 6.174 -5.195
H -2.672 6.675 -3.909
H -2.330 3.746 -4.746
H -3.615 4.813 -5.348
H -3.529 4.390 -3.635
H 2.910 5.084 -3.897
H 3.339 5.176 -2.199
H 1.880 7.475 -3.590
H 3.647 7.375 -3.492
H 2.662 7.488 -2.024
H -0.234 4.619 -0.915
H -0.148 2.880 -0.690
H -2.598 4.519 -1.450
H -2.376 3.470 -0.053
H -2.544 2.782 -1.686
```

=====

C4H7BrCl2 as an isolated structure, computed with ωB97M-V/def2-TZVPD.

Properties
Total charge: 0
Multiplicity: 1
HOMO energy (eV): -9.4
Orbital gap (eV): 10.06
LUMO (hartree): 0.02328
ΔE to the lowest compared entry with this formula, charge and spin (eV): 0.6198

```
14
C4H7BrCl2 | the OMol25 dataset | ωB97M-V/def2-TZVPD
C 1.808 -1.535 0.242
C -1.076 2.957 -0.272
C 0.295 -1.906 0.624
C -1.445 1.757 -0.767
Cl -0.403 -0.728 1.738
Cl -0.877 1.217 -2.309
Br -2.809 0.706 -0.182
H 2.171 -2.261 -0.544
H 1.813 -0.593 -0.330
H 2.398 -1.553 1.157
H 0.060 -2.874 1.091
H -1.319 3.158 0.758
H -0.257 3.467 -0.903
H -0.360 -1.812 -0.303
```

=====

An isolated molecule of C7H6BrFO, computed with ωB97M-V/def2-TZVPD.

Properties
Total charge: 0
Multiplicity: 1
HOMO energy (eV): -9.0
Orbital gap (eV): 8.05
SMILES: O=C/C=C/C=C\C=C(\F)Br
LUMO (hartree): -0.03510
ΔE to the lowest compared entry with this formula, charge and spin (eV): 1.1909

```
16
C7H6BrFO | the OMol25 dataset | ωB97M-V/def2-TZVPD
C -0.473 1.133 0.893
C 0.042 1.825 -0.163
C -0.803 -0.239 1.052
C 1.092 1.421 -1.080
C -1.436 -2.470 0.157
C -1.022 -1.116 0.048
C 2.078 0.599 -0.779
O -1.504 -3.350 -0.693
F 2.934 0.112 -1.652
Br 2.434 -0.148 0.946
H -0.999 1.897 1.488
H -0.225 2.925 -0.225
H -1.084 -0.679 1.958
H 1.345 1.734 -2.115
H -1.674 -2.659 1.197
H -0.705 -0.986 -1.031
```

=====

C21H40B11Br6N8V as an isolated structure, computed with ωB97M-V/def2-TZVPD.

Properties
Total charge: +3
Multiplicity: 2
HOMO energy (spin up / spin down) (eV): -15.3 / -15.3
Orbital gap (spin up / spin down) (eV): 3.81 / 3.52
LUMO (spin up / spin down) (hartree): -0.42081 / -0.43176

```
87
C21H40B11Br6N8V | the OMol25 dataset | ωB97M-V/def2-TZVPD
V 0.193 -0.390 0.215
Br 4.237 0.952 -0.517
B 3.736 2.781 -0.027
B 4.724 4.263 -0.259
C 3.575 5.489 -0.561
B 3.288 3.971 -1.270
B 1.951 4.981 -0.635
B 2.580 5.899 0.758
B 4.279 5.448 0.983
B 4.383 3.681 1.402
Br 5.760 2.893 2.552
B 3.017 4.741 2.057
Br 2.862 5.149 3.970
B 1.559 4.433 1.013
Br -0.260 4.368 1.723
B 2.034 3.245 -0.240
Br 0.761 1.854 -0.871
B 2.682 3.079 1.420
Br 2.016 1.637 2.560
H 5.788 4.291 -0.732
H 3.866 6.292 -1.219
H 3.378 3.786 -2.420
H 1.198 5.467 -1.380
H 2.244 7.000 0.938
H 5.059 6.248 1.315
C -4.484 1.506 -1.614
N -3.288 1.460 -0.794
C -3.203 2.504 0.202
C -2.354 0.497 -0.949
N -1.713 -0.070 0.102
C -2.271 -0.035 1.366
C -3.625 0.102 1.690
C -3.997 0.307 3.004
C -3.026 0.450 3.990
C -1.701 0.170 3.709
C -1.331 -0.206 2.417
N -0.131 -0.760 1.990
C 0.620 -1.529 2.822
N 1.829 -1.974 2.445
C 2.468 -3.083 3.128
C 2.661 -1.412 1.408
N 0.157 -1.960 4.021
C 0.965 -1.830 5.222
C -1.145 -2.559 4.221
N -2.034 0.137 -2.204
C -2.130 1.064 -3.316
C -1.357 -1.099 -2.510
H -5.351 1.561 -0.950
H -4.574 0.603 -2.211
H -4.514 2.381 -2.264
H -3.999 2.432 0.946
H -3.307 3.469 -0.300
H -2.245 2.478 0.716
H -4.379 0.034 0.921
H -5.043 0.395 3.252
H -3.320 0.729 4.989
H -0.953 0.248 4.480
H 1.728 -3.738 3.576
H 3.173 -2.758 3.896
H 3.035 -3.659 2.397
H 3.487 -0.856 1.860
H 2.105 -0.741 0.738
H 3.096 -2.219 0.815
H 1.825 -1.196 5.025
H 1.288 -2.789 5.628
H 0.356 -1.345 5.986
H -1.697 -2.603 3.286
H -1.735 -2.009 4.953
H -1.008 -3.575 4.600
H -2.278 2.078 -2.956
H -2.936 0.800 -4.001
H -1.192 1.034 -3.872
H -1.715 -1.901 -1.864
H -0.264 -0.988 -2.412
H -1.574 -1.367 -3.544
C -1.210 -5.590 0.258
N -0.451 -4.413 -0.069
C 0.654 -4.348 -0.860
C 1.035 -3.035 -0.893
N 0.165 -2.307 -0.136
C -0.722 -3.170 0.341
H -0.558 -6.462 0.250
H -2.010 -5.748 -0.467
H -1.653 -5.480 1.247
H 1.083 -5.208 -1.330
H 1.859 -2.589 -1.423
H -1.562 -2.908 0.960
```

=====

A 2-piece molecular cluster, C7H14NO3 overall, computed with ωB97M-V/def2-TZVPD.

Properties
Total charge: +1
Multiplicity: 1
HOMO energy (eV): -12.5
Orbital gap (eV): 9.17
LUMO (hartree): -0.12409
ΔE to the lowest compared entry with this formula, charge and spin (eV): 3.2713

```
25
C7H14NO3 | the OMol25 dataset | ωB97M-V/def2-TZVPD
C 2.385 0.694 1.404
C 2.239 0.257 0.123
C 1.432 -0.982 -0.246
C 3.057 0.751 -1.067
C -2.502 1.127 0.262
C -1.337 0.425 -0.602
C -0.656 -0.713 0.327
N -1.429 -1.956 0.147
O 1.644 -2.049 -0.681
O -1.818 -0.181 -1.769
O -0.498 -0.469 1.641
H 2.942 1.590 1.696
H 1.845 0.090 2.217
H 3.163 1.972 -1.019
H 4.078 0.277 -1.135
H 2.409 0.376 -1.924
H -3.198 1.744 -0.294
H -2.994 0.331 0.824
H -1.911 1.765 0.970
H -0.523 1.182 -0.825
H -2.111 -2.000 0.954
H -1.973 -2.000 -0.710
H -0.701 -2.737 0.176
H -2.310 0.469 -2.455
H -1.231 0.038 1.988
```

=====

A 5-piece molecular cluster, C23H34F13N2O14PS3 overall, computed with ωB97M-V/def2-TZVPD.

Properties
Total charge: 0
Multiplicity: 1
HOMO energy (eV): -9.1
Orbital gap (eV): 8.91
SMILES: C[C@H](COC(=O)CSN([PH2]=N)S(=O)(=O)F)OC(=O)CS.CCOC(=O)C(F)(F)F.CCOC(=O)C(F)(F)F.CCOC(=O)C(F)(F)F.CCOC(=O)C(F)(F)F
LUMO (hartree): -0.00735

```
90
C23H34F13N2O14PS3 | the OMol25 dataset | ωB97M-V/def2-TZVPD
C 5.226 -3.432 1.754
C 4.678 -2.245 0.921
C 4.660 -2.660 -0.573
O 3.962 -1.733 -1.437
C 2.664 -2.131 -1.652
O 2.443 -2.781 -2.594
C 1.523 -1.704 -0.690
S 0.661 -3.257 -0.267
N -0.815 -2.905 0.577
P -0.704 -3.172 2.309
N 0.149 -2.136 3.115
S -1.525 -1.461 0.142
O -1.736 -1.429 -1.263
O -0.846 -0.310 0.622
F -2.937 -1.471 0.886
O 5.357 -1.014 1.187
C 4.548 0.104 1.037
O 4.727 0.819 0.131
C 3.449 0.427 2.105
S 2.427 1.836 1.557
H 6.329 -3.415 1.794
H 4.839 -3.407 2.786
H 4.938 -4.381 1.271
H 3.618 -2.116 1.229
H 4.153 -3.640 -0.689
H 5.690 -2.800 -0.949
H 0.900 -0.990 -1.256
H 1.954 -1.197 0.186
H -2.035 -3.274 2.791
H -0.130 -4.472 2.443
H 0.489 -1.420 2.470
H 2.832 -0.476 2.279
H 3.929 0.685 3.066
H 2.289 1.695 0.206
C -0.668 0.390 -3.621
C -1.608 -0.024 -4.732
O -1.266 0.635 -5.965
C -0.257 0.103 -6.652
O 0.373 -0.857 -6.324
C -0.044 0.880 -7.956
F -0.057 2.208 -7.758
F -1.013 0.603 -8.848
F 1.122 0.579 -8.532
H -0.649 1.477 -3.520
H -0.977 -0.049 -2.674
H 0.356 0.072 -3.832
H -2.624 0.283 -4.487
H -1.622 -1.107 -4.865
C 4.031 -1.152 7.790
C 4.090 -2.645 8.038
O 3.170 -3.347 7.183
C 3.580 -3.562 5.938
O 4.633 -3.218 5.486
C 2.522 -4.356 5.165
F 1.290 -3.871 5.354
F 2.502 -5.646 5.548
F 2.750 -4.346 3.846
H 3.008 -0.788 7.896
H 4.671 -0.621 8.494
H 4.354 -0.908 6.778
H 3.784 -2.862 9.061
H 5.101 -3.035 7.914
C -2.581 7.186 2.973
C -2.321 5.882 3.698
O -2.061 4.817 2.766
C -0.825 4.762 2.274
O 0.060 5.519 2.541
C -0.687 3.556 1.340
F -1.721 3.452 0.487
F -0.641 2.413 2.032
F 0.428 3.626 0.595
H -3.387 7.066 2.247
H -2.854 7.970 3.680
H -1.698 7.512 2.421
H -3.207 5.588 4.259
H -1.502 5.973 4.411
C -5.417 0.801 -6.849
C -6.714 0.270 -6.274
O -6.982 0.849 -4.985
C -7.514 2.071 -4.993
O -7.773 2.706 -5.971
C -7.787 2.533 -3.557
F -6.745 2.290 -2.745
F -8.851 1.895 -3.038
F -8.039 3.842 -3.494
H -4.596 0.647 -6.147
H -5.178 0.301 -7.788
H -5.478 1.873 -7.036
H -6.636 -0.805 -6.118
H -7.552 0.437 -6.951
```